[1]
32
Properties=species:S:1:pos:R:3:forces:R:3:nbo_charge:R:1 method="wB97M-V/def2-TZVPD" energy_ha=-838.08493 spin_multiplicity=1 lumo_ev=0.5 smiles="CC(C)[C@H](N)C(=O)N[C@@H](CC(=O)O)C(=O)O" homo_ev=-9.780
C 3.973413 -0.072175 -0.284290 -0.971 -3.795 1.243 -0.606
C 2.489417 0.264114 -0.345370 -0.646 1.848 0.396 -0.201
C 2.283761 1.663297 0.542233 0.793 0.130 -1.588 -0.685
C 1.702542 -0.923283 0.354216 1.321 0.980 -2.833 -0.164
N 1.891626 -2.068908 -0.413473 1.219 -0.270 -1.379 -0.838
C 0.339068 -0.525680 0.309095 -1.754 1.139 -1.456 0.696
O 0.002705 0.330536 1.076131 -1.979 0.779 3.027 -0.620
N -0.593308 -0.820190 -0.665781 -1.841 -0.797 -1.686 -0.631
C -1.946694 -0.202179 -0.356412 0.181 1.121 -2.365 -0.163
C -2.808134 -0.535566 0.857029 -1.214 -0.008 -0.003 -0.540
C -4.148455 -0.916599 0.188152 -0.116 -2.932 -1.792 0.788
O -4.410266 -2.052526 -0.354150 0.850 5.059 2.584 -0.611
O -4.829953 0.201747 0.061321 -1.609 -0.496 0.134 -0.665
C -1.863309 1.269581 -0.544560 -1.578 2.805 1.050 0.826
O -1.011289 1.927461 -1.012973 0.359 0.140 -0.491 -0.524
O -3.138045 1.994656 -0.103059 1.207 -9.951 0.781 -0.780
H 4.634615 0.614426 -0.748456 0.536 0.925 0.112 0.229
H 4.133246 -1.064491 -0.854316 0.188 1.440 0.822 0.182
H 4.148893 -0.328976 0.879963 0.297 0.879 -2.697 0.204
H 1.980555 0.202104 -1.351793 1.150 0.918 0.570 0.213
H 1.231295 1.329169 1.042618 3.083 2.237 -0.301 0.286
H 2.168171 2.741053 -0.233807 0.409 -3.554 2.546 0.225
H 3.389200 1.744102 1.230981 -3.816 0.036 -1.795 0.208
H 2.093225 -0.846718 1.296513 0.539 -0.548 3.014 0.198
H 1.331897 -2.812958 -0.117007 -0.439 -1.559 0.394 0.374
H 2.868641 -2.266069 -0.558804 -0.256 -0.644 0.095 0.376
H -0.414285 -1.003198 -1.728213 -0.077 0.172 3.128 0.444
H -2.644834 -0.364204 -1.231139 1.149 -0.705 0.343 0.267
H -2.530621 -1.508405 1.083368 1.281 -1.541 1.935 0.261
H -2.981986 0.296092 1.679062 1.074 -2.134 -1.548 0.252
H -4.309521 0.903719 0.525862 -0.788 -0.168 -0.876 0.519
H -3.031573 2.830077 -0.222926 1.449 8.494 -1.364 0.478

[2]
24
Properties=species:S:1:pos:R:3:forces:R:3:nbo_charge:R:1 method="wB97M-V/def2-TZVPD" energy_ha=-638.66129 spin_multiplicity=1 lumo_ev=-3.3 charge=+1 homo_ev=-11.427
C -0.862581 -0.522949 -0.507201 0.359 0.245 -1.160 -0.034
C 0.412543 -0.500284 -0.077497 -1.135 1.856 -5.351 0.175
C -1.906488 -1.041415 0.337795 -0.499 0.696 -1.072 0.624
C -0.092792 -1.430549 1.969294 0.633 1.817 -0.721 0.650
C 0.257998 0.159195 -2.471969 -0.622 -0.148 -1.017 -0.090
C 0.679544 2.514562 -0.619687 -0.448 0.779 -3.293 -0.473
N 0.815211 -0.947940 1.084905 -0.799 -1.106 1.790 -0.551
N -1.045368 -0.035941 -1.787786 0.033 0.650 -0.995 -0.615
N -1.402669 -1.373636 1.583776 0.270 -1.473 3.566 -0.572
N 1.368445 0.370547 -1.544681 -0.443 -2.138 2.467 -0.145
N 0.254074 -1.681606 3.223684 -3.805 -1.656 1.593 -0.754
N 1.719727 1.594086 -1.186770 -2.691 1.062 -0.222 -0.384
O -3.083876 -1.116050 0.112847 -0.212 -0.111 -0.033 -0.528
H 0.492516 -0.748146 -3.090641 -0.009 0.580 0.816 0.210
H 0.219571 1.003037 -3.193242 -0.073 -0.303 0.624 0.230
H 0.903205 3.583509 -1.076063 -0.741 -2.126 1.250 0.239
H -0.350358 2.115765 -0.983053 1.845 1.003 0.475 0.227
H 0.652532 2.508822 0.442654 0.244 0.138 1.019 0.198
H -1.918643 0.103994 -2.336985 1.009 -0.465 1.293 0.446
H -2.138305 -1.625232 2.328052 1.431 0.450 -1.740 0.453
H 1.157654 -1.627201 3.614439 0.952 0.058 0.107 0.439
H -0.547004 -2.055836 3.844976 2.290 0.829 -1.198 0.431
H 2.616376 1.649675 -0.783051 1.078 -0.070 0.343 0.376
H 1.798688 -0.896407 1.116204 1.333 -0.567 1.457 0.449

[3]
30
Properties=species:S:1:pos:R:3:forces:R:3:nbo_charge:R:1 method="wB97M-V/def2-TZVPD" energy_ha=-3599.55356 spin_multiplicity=3 lumo_ev="4.8 / 4.8" charge=-2 s_squared=2.022 homo_ev="-1.354 / -2.109"
V 0.122707 -0.141239 0.171359 -0.626 0.019 0.610 1.022
C -4.735170 0.246117 4.130143 -0.097 0.024 0.048 -0.620
C -3.530588 -0.384746 3.463353 0.080 -0.009 0.000 -0.062
O -2.784666 0.627244 2.800124 0.195 0.028 0.066 -0.833
P -2.553596 0.552334 1.195880 -1.186 -0.165 0.037 1.631
S -1.695339 2.223365 0.627564 0.061 -0.482 -0.152 -0.591
S -2.109817 -1.320068 0.570572 -0.117 0.476 -0.025 -0.600
O -4.146049 0.567716 0.724110 0.029 0.116 -0.072 -0.851
C -4.875380 1.784861 0.621770 0.020 -0.097 0.062 -0.060
C -4.976956 2.220490 -0.825415 -0.046 0.057 -0.073 -0.631
H -5.330152 -0.509752 4.652690 0.041 0.010 -0.016 0.189
H -5.366535 0.726471 3.381058 0.004 -0.017 0.002 0.209
H -4.425325 1.003417 4.852925 0.012 -0.001 -0.019 0.200
H -3.838425 -1.164831 2.765922 0.006 0.005 -0.060 0.197
H -2.869560 -0.846460 4.201042 0.011 -0.005 0.004 0.174
H -4.416453 2.567378 1.231224 0.051 0.004 -0.018 0.189
H -5.874254 1.584982 1.024991 -0.006 -0.018 0.033 0.153
H -3.982746 2.420815 -1.221348 0.011 -0.007 0.012 0.242
H -5.583226 3.129662 -0.911759 0.021 -0.053 0.013 0.182
H -5.436893 1.431482 -1.424180 0.006 0.019 0.017 0.201
S 2.156938 -0.717076 -1.002016 0.072 -0.213 -0.272 -0.203
C 1.163475 -0.742493 -2.425960 0.172 0.030 0.052 -0.182
S -0.398078 -0.061817 -2.195409 0.100 -0.136 -0.687 -0.188
C 1.616740 -1.277957 -3.635340 0.154 -0.107 -0.319 -0.516
C 0.789227 -1.334733 -4.805393 0.331 0.001 0.431 0.344
N 0.151094 -1.408262 -5.765617 0.003 0.014 -0.037 -0.438
C 2.950883 -1.790306 -3.767679 -0.527 0.179 -0.019 0.345
N 4.021188 -2.200831 -3.911536 0.020 -0.030 -0.029 -0.441
O 1.000346 0.809514 1.436162 -0.049 -0.023 1.087 -0.508
O -0.045297 -0.013851 2.048426 1.253 0.381 -0.678 -0.551

Respective energy above the lowest of the compared OMol25 structures with the same formula, charge and spin values: 146.5 60.7 0.0 kcal/mol.